{
  "formula": "C56H54IO6P",
  "method": "the ωB97M-V functional and the def2-TZVPD basis",
  "elements": ["O", "C", "I", "C", "C", "C", "P", "O", "O", "O", "C", "O", "C", "C", "C", "O", "H", "H", "H", "H", "H", "H", "C", "C", "C", "C", "C", "C", "H", "H", "H", "H", "H", "H", "C", "C", "C", "C", "C", "C", "H", "H", "H", "H", "H", "H", "C", "C", "C", "C", "C", "C", "H", "H", "H", "H", "H", "H", "C", "C", "C", "C", "C", "C", "H", "H", "H", "H", "H", "H", "C", "C", "C", "C", "C", "C", "H", "H", "H", "H", "H", "H", "C", "C", "C", "C", "C", "C", "H", "H", "H", "H", "H", "H", "C", "C", "C", "C", "C", "C", "H", "H", "H", "H", "H", "H", "C", "C", "C", "C", "C", "C", "H", "H", "H", "H", "H", "H"],
  "xyz": [[2.40554, 4.66911, -1.91970], [1.81643, 3.67512, -1.89477], [-0.06480, 3.56556, -3.01440], [2.24346, 2.37903, -1.17184], [2.73919, 2.57529, 0.27468], [3.53683, 1.64900, 0.81716], [4.11002, 0.13171, -0.05305], [2.95459, -0.56632, -0.66420], [5.19821, 0.49022, -1.20000], [4.73642, -0.87987, 1.04771], [3.98969, 1.82984, 2.28555], [5.06424, 1.47318, 2.64175], [2.98011, 2.49807, 3.21968], [2.18966, 3.41647, 2.67984], [2.35702, 3.74153, 1.18681], [2.21582, 4.86829, 0.84221], [1.44362, 1.61512, -1.13560], [3.06499, 1.95058, -1.77758], [4.69479, 0.44485, -2.03232], [3.97322, -1.35671, 1.41774], [2.95874, 2.22214, 4.27979], [1.45069, 3.92873, 3.30638], [-0.21889, -1.26870, -1.72961], [-0.69363, -2.54248, -2.01676], [-1.98700, -2.71224, -2.49369], [-2.80439, -1.60658, -2.69313], [-2.32978, -0.33276, -2.40998], [-1.03935, -0.16426, -1.92459], [0.78913, -1.13717, -1.35465], [-0.05370, -3.40446, -1.86754], [-2.35900, -3.70665, -2.71122], [-3.81188, -1.73897, -3.06984], [-2.96669, 0.53007, -2.56713], [-0.67298, 0.83099, -1.69953], [8.11459, -4.44687, -1.77778], [8.11604, -3.26935, -1.04134], [6.93176, -2.57162, -0.84292], [5.74284, -3.05700, -1.37372], [5.74149, -4.23665, -2.10720], [6.92749, -4.92946, -2.31287], [9.03925, -4.98896, -1.93490], [9.04182, -2.89438, -0.62185], [6.93486, -1.65073, -0.27418], [4.81689, -2.51671, -1.21612], [4.81424, -4.61611, -2.51983], [6.92649, -5.84650, -2.88942], [-2.67105, -7.61980, -2.89303], [-2.19378, -6.62197, -2.05363], [-2.93293, -6.23205, -0.94471], [-4.14681, -6.84668, -0.66962], [-4.62396, -7.84724, -1.50704], [-3.88815, -8.23149, -2.62063], [-2.09533, -7.92066, -3.75978], [-1.24331, -6.14602, -2.26499], [-2.56244, -5.44852, -0.29438], [-4.72166, -6.54506, 0.19774], [-5.57125, -8.32734, -1.29170], [-4.26289, -9.00788, -3.27629], [-0.46560, 3.81978, 5.94568], [-0.49831, 2.58108, 5.31821], [-1.58270, 1.73433, 5.50576], [-2.63968, 2.13084, 6.31401], [-2.60889, 3.37105, 6.93868], [-1.52041, 4.21391, 6.75816], [0.38256, 4.47938, 5.80203], [0.32369, 2.27395, 4.68216], [-1.60464, 0.76578, 5.02131], [-3.48798, 1.47290, 6.45698], [-3.43447, 3.68057, 7.56783], [-1.49440, 5.17856, 7.24969], [-7.90006, -5.44272, -1.82152], [-9.15253, -4.84171, -1.84500], [-9.26502, -3.46431, -1.70772], [-8.12392, -2.68613, -1.55604], [-6.87222, -3.28682, -1.53602], [-6.76014, -4.66574, -1.66470], [-7.81233, -6.51773, -1.92567], [-10.04184, -5.44780, -1.96999], [-10.24207, -2.99614, -1.72003], [-8.21114, -1.61103, -1.45389], [-5.98179, -2.67975, -1.41921], [-5.78471, -5.13344, -1.64413], [2.64393, 9.89024, -1.14542], [3.23579, 10.71123, -0.19413], [3.69014, 10.17262, 1.00250], [3.56086, 8.81057, 1.24380], [2.97214, 7.98850, 0.29114], [2.51000, 8.52919, -0.90175], [2.28671, 10.31130, -2.07755], [3.34242, 11.77232, -0.38544], [4.14597, 10.81418, 1.74710], [3.91961, 8.38954, 2.17557], [2.87270, 6.92749, 0.47795], [2.04633, 7.88864, -1.64230], [-7.73458, -0.45132, -4.99742], [-8.78829, -1.30822, -4.70769], [-10.05826, -1.03924, -5.20117], [-10.27263, 0.08218, -5.99247], [-9.21793, 0.93708, -6.28500], [-7.94967, 0.67295, -5.78426], [-6.74446, -0.65999, -4.60951], [-8.61975, -2.18540, -4.09702], [-10.88154, -1.70446, -4.96966], [-11.26227, 0.28956, -6.38132], [-9.38483, 1.81076, -6.90349], [-7.12831, 1.34281, -6.00829], [8.47785, 1.90134, 6.11923], [8.91115, 0.77725, 6.81045], [8.38446, -0.47126, 6.50643], [7.43073, -0.59661, 5.50405], [6.99960, 0.52731, 4.80987], [7.52025, 1.77628, 5.12055], [8.88664, 2.87565, 6.35882], [9.65980, 0.87458, 7.58752], [8.71790, -1.34706, 7.05005], [7.02329, -1.57133, 5.26355], [6.25834, 0.43069, 4.02815], [7.18000, 2.65316, 4.58256]],
  "forces_ev_per_a": [[1.2284, 1.5071, -0.0755], [-1.0355, -1.8506, 0.2013], [0.1384, -0.1487, 0.1326], [-0.1710, 0.3289, 0.3545], [0.0957, -0.2677, -0.6097], [0.9508, -0.0041, 1.0871], [-1.0240, -1.4003, -0.3770], [-0.0634, 0.6959, -0.0365], [-0.4703, 0.0517, 1.4312], [0.2393, 1.4310, -0.6714], [-1.8757, 0.5109, -0.4316], [1.0232, -0.2885, 0.2674], [0.5079, -0.5162, -0.6128], [-0.0160, -0.5302, -0.3340], [-0.4517, -1.1281, 1.5550], [-0.2850, 0.8940, -0.8454], [0.3080, 0.5139, -0.2020], [-0.4762, 0.3144, 0.1957], [0.3518, -0.2430, 0.0945], [0.2759, -0.0800, -0.1731], [0.2435, 0.1350, -0.4228], [0.2904, 0.2331, -0.6580], [0.0542, 0.0189, 0.0372], [-0.0684, 0.0168, -0.0061], [-0.0062, -0.0284, -0.0127], [0.0061, 0.0008, 0.0129], [-0.0158, 0.0472, 0.0086], [0.0083, -0.1150, 0.0362], [-0.0123, -0.0076, -0.0157], [-0.0064, 0.0265, 0.0026], [-0.0036, 0.0272, -0.0080], [0.0254, -0.0028, 0.0000], [0.0186, -0.0194, 0.0089], [-0.0687, -0.0608, -0.0367], [-0.0119, 0.0020, 0.0012], [-0.0027, -0.0001, -0.0169], [0.0113, -0.0270, -0.0154], [0.0454, -0.0048, -0.0069], [-0.0054, 0.0080, -0.0096], [-0.0012, 0.0017, 0.0135], [-0.0234, 0.0143, 0.0048], [-0.0259, -0.0033, -0.0167], [0.0050, -0.0385, 0.0058], [-0.0009, -0.0454, -0.0208], [0.0254, 0.0155, 0.0051], [-0.0023, 0.0178, 0.0193], [-0.0205, 0.0009, 0.0028], [0.0129, 0.0142, -0.0300], [0.0187, 0.0127, 0.0279], [0.0292, -0.0711, 0.0338], [0.0053, -0.0028, -0.0078], [-0.0019, 0.0206, 0.0153], [-0.0145, 0.0087, 0.0234], [-0.0223, -0.0123, 0.0015], [-0.0051, -0.0161, -0.0170], [0.0095, -0.0136, -0.0215], [0.0261, 0.0114, -0.0030], [0.0115, 0.0141, 0.0192], [0.0094, -0.0225, -0.0294], [-0.0026, 0.0313, 0.0358], [-0.0073, -0.0093, -0.0168], [0.0182, 0.0133, -0.0017], [0.0113, -0.0119, -0.0024], [-0.0054, 0.0080, -0.0067], [-0.0227, -0.0029, 0.0254], [-0.0325, -0.0374, 0.0201], [-0.0053, 0.0281, 0.0036], [0.0234, 0.0168, -0.0024], [0.0276, -0.0097, -0.0137], [-0.0027, -0.0206, -0.0189], [0.0028, 0.0270, 0.0047], [-0.0072, 0.0029, 0.0051], [0.0121, -0.0234, 0.0232], [0.0062, -0.0147, 0.0885], [-0.0198, 0.0159, -0.0019], [-0.0051, 0.0410, -0.0391], [0.0060, 0.0263, -0.0071], [0.0217, 0.0172, 0.0122], [0.0245, -0.0044, -0.0122], [-0.0047, -0.0250, -0.0130], [-0.0166, -0.0230, 0.0126], [-0.0267, 0.0205, -0.0432], [-0.0006, -0.0200, 0.0177], [-0.0093, 0.0096, -0.0009], [0.0084, -0.0193, 0.0083], [-0.0194, 0.0589, -0.0579], [0.0344, -0.0414, 0.0358], [0.0120, 0.0498, -0.0076], [0.0101, -0.0058, 0.0242], [-0.0091, -0.0266, 0.0094], [-0.0022, -0.0108, -0.0253], [-0.0095, 0.0074, -0.0209], [-0.0044, 0.1387, -0.0451], [0.0293, -0.0084, 0.0231], [-0.0244, 0.0317, -0.0143], [-0.0016, -0.0273, -0.0302], [0.0207, 0.0416, -0.0258], [0.0040, -0.0079, 0.0197], [-0.0038, 0.0054, 0.0020], [-0.0032, -0.0142, 0.0095], [-0.0248, -0.0085, -0.0090], [0.0000, 0.0209, -0.0381], [0.0259, 0.0015, -0.0150], [0.0261, 0.0011, 0.0084], [0.0045, -0.0213, 0.0216], [-0.0195, -0.0173, -0.0048], [-0.0154, -0.0057, -0.0121], [-0.0021, 0.0061, 0.0117], [-0.0100, -0.0152, -0.0208], [0.0620, 0.0753, 0.0638], [-0.0318, -0.1802, 0.0195], [0.0176, -0.0058, 0.0285], [-0.0044, -0.0269, -0.0033], [-0.0256, -0.0014, -0.0156], [0.0052, 0.0233, -0.0156], [0.0126, 0.0220, 0.0004], [0.1642, -0.0072, 0.1439], [0.0015, -0.0342, -0.0127]],
  "lowdin_charge": [0.0541, -0.8067, 0.8053, -0.1165, -0.0776, -0.0810, 0.5257, -0.2765, -0.1045, -0.1161, -0.3432, 0.1111, 0.0256, 0.0304, -0.2900, 0.1388, 0.0975, 0.1148, 0.0933, 0.1060, 0.1278, 0.1149, -0.0840, -0.0898, -0.0944, -0.0958, -0.0931, -0.1108, 0.0683, 0.0979, 0.0863, 0.0927, 0.1003, 0.0252, -0.0986, -0.0917, -0.0946, -0.0945, -0.0934, -0.0995, 0.0996, 0.1011, 0.0860, 0.0758, 0.1003, 0.0993, -0.0913, -0.1037, -0.1001, -0.1183, -0.1012, -0.0911, 0.1014, 0.0972, 0.1033, 0.1057, 0.1009, 0.1012, -0.0989, -0.1014, -0.0927, -0.0931, -0.0927, -0.0935, 0.0973, 0.0755, 0.1017, 0.1019, 0.1019, 0.1020, -0.0884, -0.0934, -0.1084, -0.1159, -0.0876, -0.0841, 0.0964, 0.1003, 0.1032, 0.1053, 0.0955, 0.0758, -0.0984, -0.1033, -0.1028, -0.0948, -0.0858, -0.0869, 0.0986, 0.0979, 0.0976, 0.0981, 0.0685, 0.0996, -0.0913, -0.0934, -0.0921, -0.0990, -0.1002, -0.0982, 0.0960, 0.0795, 0.0998, 0.0990, 0.0990, 0.0990, -0.0993, -0.1023, -0.1013, -0.0933, -0.0938, -0.0919, 0.0985, 0.0984, 0.0983, 0.0984, 0.0670, 0.0984],
  "homo_lumo_gap_ha": 0.270,
  "homo_ev": -9.13,
  "fmax_ev_per_a": 2.130,
  "e_lumo_ev": -1.78,
  "smiles": "O=C(I)CC1=C(P(=O)(O)O)C(=O)C=CC1=O.c1ccccc1.c1ccccc1.c1ccccc1.c1ccccc1.c1ccccc1.c1ccccc1.c1ccccc1.c1ccccc1",
  "energy_ev": -88622.350
}